1.
The ion C5H10IN2 with charge +1. Source: the Open Molecules 2025 dataset; level of theory: ωB97M-V/def2-TZVPD.

Last column: Mulliken charge in e.
Positions of all 18 atoms, in Å:
C  -0.502  0.927  -1.322  -1.109
C  -0.602  0.838  0.165  -0.015
C  -1.271  -0.530  0.477  -0.601
N  -0.379  -1.548  -0.058  -0.018
C  0.895  -1.366  -0.055  -0.158
N  1.581  -0.390  0.471  0.032
C  1.009  0.741  0.944  -0.718
I  0.585  0.965  3.081  0.152
H  -0.001  0.017  -1.764  0.302
H  0.162  1.839  -1.750  0.317
H  -1.614  0.937  -1.772  0.319
H  -1.121  1.763  0.474  0.313
H  -1.490  -0.764  1.534  0.339
H  -2.235  -0.387  -0.033  0.401
H  -0.810  -2.177  -0.670  0.250
H  1.467  -2.129  -0.648  0.357
H  2.553  -0.348  0.173  0.302
H  1.773  1.612  0.752  0.532

Forces on the atoms, in the same order (eV/Å):
C 0.338 0.898 -3.229
C 2.619 0.150 1.485
C -0.493 2.092 0.972
N -1.152 1.454 1.164
C 1.562 -2.652 -1.890
N 1.460 -2.105 -0.977
C -2.894 5.118 0.008
I 0.341 -0.395 -0.501
H -0.605 1.043 0.211
H -1.922 -1.904 1.173
H 2.592 0.273 0.808
H 0.252 -0.871 0.726
H 0.232 0.408 -0.406
H 0.314 -1.144 -0.133
H -0.101 -1.509 -0.847
H -0.398 0.811 0.831
H -0.133 -0.233 0.451
H -2.011 -1.434 0.154

Total energy: -16420.2062 eV
Relative energy (zero: lowest compared OMol25 entry of this formula, charge and spin): 25.5 kcal per mole
Structure (SMILES): C[C@H]1CNC=[NH+][C@@H]1I
LUMO energy: -3.968 eV
Net charge: +1
E_HOMO: -13.1 eV

2.
A structure of composition C5H10IN2O7P2SbSe4Zn. Source: the Open Molecules 2025 dataset; level of theory: ωB97M-V/def2-TZVPD.

Last column: Mulliken charge in e.
Positions of all 33 atoms, in Å:
Zn  -0.899  -0.715  -0.241  -0.671
C  2.885  -3.400  0.222  -1.694
C  1.989  -2.290  0.741  0.916
O  2.496  -1.760  1.945  -0.609
P  1.876  -0.949  -0.500  1.185
O  1.723  -1.470  -1.994  -0.595
O  3.359  -0.359  -0.567  -0.568
O  0.911  0.127  -0.127  -0.364
P  0.246  -2.924  0.818  1.015
O  -0.418  -1.778  1.796  -0.443
O  0.073  -4.265  1.384  -0.785
O  -0.229  -2.585  -0.592  -0.719
H  3.889  -3.024  0.019  0.402
H  2.460  -3.822  -0.689  0.404
H  2.935  -4.187  0.973  0.394
H  1.773  -1.302  2.396  0.399
H  0.920  -2.033  -2.038  0.446
H  3.543  0.012  -1.442  0.337
H  -0.974  -2.202  2.473  0.258
Se  -6.328  -0.098  -2.543  -0.801
Sb  -5.233  0.982  -0.643  0.172
Se  -2.835  -0.037  -0.319  0.831
Se  -3.858  -1.111  1.374  -0.701
Se  -5.312  3.344  -1.379  -0.822
I  -1.321  6.831  -0.294  0.045
C  -0.863  4.809  -0.191  -0.627
C  0.375  4.278  0.074  -0.329
N  0.200  2.940  0.053  0.201
N  -1.067  2.588  -0.209  -0.159
C  -1.736  3.716  -0.360  0.181
H  1.332  4.734  0.260  0.450
H  0.886  2.219  0.189  0.193
H  -2.800  3.731  -0.589  0.055

Forces on the atoms, in the same order (eV/Å):
Zn 2.012 -0.473 0.337
C 0.115 -0.016 0.115
C -0.365 -0.050 -0.354
O 0.074 0.037 0.072
P 1.472 0.216 -0.333
O -0.147 -0.274 0.219
O 0.013 -0.007 -0.144
O -0.009 -0.085 0.082
P -0.345 -0.497 1.042
O 1.040 -0.575 -0.306
O 0.381 -0.158 -0.018
O 0.279 -0.006 -0.184
H -0.001 -0.003 -0.006
H 0.075 -0.033 -0.007
H -0.036 0.008 0.008
H -0.061 -0.049 -0.026
H 0.063 0.055 -0.023
H 0.025 -0.017 0.147
H -0.511 0.331 -0.283
Se 0.078 -0.298 0.001
Sb -2.521 1.378 -0.899
Se -2.179 1.591 -1.268
Se -0.044 -1.626 1.778
Se 0.260 0.227 0.119
I 0.054 -0.207 0.002
C 0.039 0.351 0.039
C 0.045 -0.081 -0.007
N -0.016 0.381 -0.021
N 0.275 0.003 -0.113
C 0.026 0.148 0.012
H -0.025 0.036 0.026
H -0.043 -0.150 -0.009
H -0.023 -0.160 0.003

Total energy: -365686.1881 eV
Relative energy (zero: lowest compared OMol25 entry of this formula, charge and spin): 91.0 kcal per mole
LUMO energy: 3.300 eV
Net charge: -2
E_HOMO: -0.1 eV